# 1
The following is a DFT calculation (ωB97M-V with the def2-TZVPD basis set) of a molecular structure, C23H41F3IrNSSbSi4.

Geometry as XYZ:
```
75
C23H41F3IrNSSbSi4, DFT ωB97M-V with the def2-TZVPD basis set
Ir 0.0017 -0.0808 0.9318
F 1.9520 -4.7677 2.0312
C 2.3131 -4.0518 3.1110
F 2.4925 -4.9043 4.1249
F 3.4960 -3.4827 2.8330
C 1.2732 -3.0146 3.4380
C 0.5826 -3.0146 4.6408
C -0.3924 -2.0582 4.8766
C -0.6548 -1.1199 3.8960
N 0.0093 -1.1234 2.7426
C 0.9462 -2.0495 2.5043
S 1.4947 -1.7551 0.8678
H 0.8073 -3.7676 5.3838
H -0.9529 -2.0455 5.7991
H -1.4147 -0.3599 4.0203
C 3.8726 0.1303 -1.9041
Si 2.2856 0.3964 -2.8471
C 1.5955 -1.2089 -3.4874
C 2.4975 1.6526 -4.2074
Sb 0.6017 1.3913 -1.1710
Si 1.8772 3.1793 0.1720
C 3.0268 2.2415 1.3033
C 0.5955 4.1175 1.1568
C 2.8090 4.3006 -0.9924
Si -1.2832 2.5613 -2.4744
C -2.1398 1.2443 -3.4861
C -2.3897 3.3734 -1.2029
C -0.5614 3.8644 -3.5983
H 4.5621 -0.4690 -2.5045
H 3.7091 -0.3946 -0.9607
H 4.3636 1.0807 -1.6852
H 2.3008 -1.6516 -4.1962
H 0.6454 -1.0671 -4.0056
H 1.4437 -1.9240 -2.6772
H 3.2496 1.3052 -4.9208
H 2.8269 2.6167 -3.8152
H 1.5678 1.8079 -4.7566
H 2.4816 1.5373 1.9374
H 3.5559 2.9396 1.9575
H 3.7709 1.6735 0.7431
H -0.1014 3.4457 1.6633
H 0.0147 4.7888 0.5214
H 1.0875 4.7228 1.9227
H 3.6373 3.7736 -1.4704
H 3.2280 5.1485 -0.4438
H 2.1624 4.6995 -1.7748
H -2.3352 0.3284 -2.9268
H -1.5263 0.9869 -4.3527
H -3.0970 1.6176 -3.8590
H -2.5353 2.7666 -0.3077
H -3.3737 3.5760 -1.6333
H -1.9600 4.3290 -0.8953
H -0.0580 3.4264 -4.4604
H 0.1474 4.5140 -3.0836
H -1.3729 4.4956 -3.9718
C -1.6114 -2.0585 -1.4602
Si -1.8702 -1.2413 0.1921
C -3.2275 0.0551 0.1218
C -2.3910 -2.5507 1.4327
C -3.5044 -2.3730 2.2592
C -3.8811 -3.3426 3.1798
C -3.1398 -4.5086 3.2999
C -2.0292 -4.7067 2.4894
C -1.6645 -3.7393 1.5642
H -2.5488 -2.5074 -1.8003
H -0.8695 -2.8549 -1.3785
H -1.2698 -1.3529 -2.2186
H -4.1699 -0.4640 -0.0798
H -3.0725 0.7839 -0.6775
H -3.3515 0.6003 1.0604
H -4.1031 -1.4724 2.1804
H -4.7561 -3.1894 3.7988
H -3.4317 -5.2670 4.0151
H -1.4522 -5.6195 2.5724
H -0.7917 -3.9134 0.9427
```

Net charge: +1
Gap between HOMO and LUMO (eV): 7.270
LUMO (eV): -3.821
Total energy (eV): -85881.2326
Relative energy (zero: lowest compared OMol25 entry of this formula, charge and spin) (kJ/mol): 41.98
F_max (eV Å⁻¹): 0.318
M (g mol⁻¹): 846.97
HOMO energy (eV): -11.091

Atom charges from the Mulliken analysis, given in e for atoms 1 to 5: 1.088, -0.213, 0.764, -0.293, -0.242

# 2
The following is a DFT calculation (ωB97M-V with the def2-TZVPD basis set) of a molecular structure, C23H41IN2OS.

Geometry as XYZ:
```
69
C23H41IN2OS, DFT ωB97M-V with the def2-TZVPD basis set
C 2.1908 -5.9099 -0.3784
O 3.0726 -4.8433 -0.0004
C 2.3140 -3.6498 0.3320
C 2.6099 -2.4520 -0.6306
C 1.8132 -2.1473 -1.8098
C 0.5589 -2.9685 -2.2645
C -0.5851 -3.1308 -1.1798
C -0.8315 -1.8692 -0.2660
I -1.7277 -2.6407 1.5992
C 2.1924 -0.9585 -2.7098
C 3.3530 -0.1219 -2.4032
C 4.1639 -0.3989 -1.1686
N 5.2754 0.2835 -0.6889
S 5.6787 -0.5385 0.7208
N 4.5700 -1.7992 0.8420
C 3.7883 -1.5670 -0.2792
H 2.7213 -6.7279 -0.9415
H 1.3855 -5.4688 -1.0327
H 1.6723 -6.4080 0.4956
H 2.7066 -3.3408 1.3518
H 1.2257 -3.8771 0.4827
H 0.9293 -4.0155 -2.5072
H 0.1638 -2.5751 -3.2507
H -0.4511 -4.0876 -0.5918
H -1.5490 -3.2950 -1.7589
H -1.6262 -1.1849 -0.6797
H 0.0913 -1.3347 0.0698
H 1.5766 -0.7584 -3.6316
H 3.5882 0.7081 -3.1170
C -1.6891 4.0455 -6.5501
C -0.7392 2.9516 -6.0764
C -1.1918 2.2837 -4.7772
C -1.2656 3.2117 -3.5616
C 0.0398 3.9269 -3.2105
C 1.1639 2.9705 -2.8351
H -1.7581 4.8621 -5.8286
H -1.3367 4.4674 -7.4941
H -2.6921 3.6444 -6.7152
H 0.2685 3.3627 -5.9656
H -0.6738 2.1861 -6.8556
H -0.5176 1.4488 -4.5582
H -2.1801 1.8375 -4.9331
H -1.5922 2.6229 -2.6972
H -2.0460 3.9625 -3.7226
H -0.1495 4.5936 -2.3634
H 0.3597 4.5676 -4.0373
H 0.8805 2.3535 -1.9787
H 2.0617 3.5315 -2.5639
H 1.4264 2.3102 -3.6644
C -0.1682 -0.6721 4.7215
C -0.8102 -0.4651 6.0881
C -2.3386 -0.4900 6.0425
C -2.9807 0.6148 5.1994
C -2.6156 2.0416 5.6116
C -3.0676 2.3925 7.0233
H -0.4379 0.1229 4.0229
H 0.9207 -0.6761 4.8140
H -0.4726 -1.6286 4.2903
H -0.4543 0.4734 6.5234
H -0.4698 -1.2614 6.7571
H -2.7214 -0.4363 7.0669
H -2.6664 -1.4594 5.6510
H -4.0690 0.4980 5.2482
H -2.7127 0.4728 4.1471
H -3.0905 2.7350 4.9102
H -1.5378 2.2028 5.5176
H -4.1503 2.2835 7.1236
H -2.8106 3.4290 7.2552
H -2.5864 1.7594 7.7712
```

Gap between HOMO and LUMO (eV): 7.863
LUMO (eV): -0.976
Total energy (eV): -48477.2455
F_max (eV Å⁻¹): 4.422
M (g mol⁻¹): 520.57
HOMO energy (eV): -8.839

Atom charges from the natural (NBO) analysis, given in e for atoms 1 to 5: -0.252, -0.541, -0.118, -0.049, 0.006

# 3
The following is a DFT calculation (ωB97M-V with the def2-TZVPD basis set) of a molecular structure, C23H41N3O4P2Pt.

Geometry as XYZ:
```
74
C23H41N3O4P2Pt, DFT ωB97M-V with the def2-TZVPD basis set
Pt 0.0194 0.0699 0.3684
P 2.3568 -0.2385 -0.0981
P -2.4249 0.0916 0.2013
N 0.1136 1.1959 -1.1556
H 0.8604 -0.9149 1.1254
C 2.7317 -1.7044 -1.0968
H 3.8095 -1.9085 -1.1178
H 2.3845 -1.5577 -2.1241
H 2.2402 -2.5872 -0.6947
C 3.4818 -0.3028 1.3204
H 4.4623 -0.7114 1.0482
H 3.0390 -0.9020 2.1161
H 3.6366 0.7075 1.7105
C 3.1134 1.1004 -1.0938
H 4.2117 1.0866 -1.0277
H 2.7760 2.0805 -0.7446
H 2.8489 1.0089 -2.1527
C -3.3209 -1.1525 -0.7718
H -4.3918 -0.8951 -0.7464
H -3.1411 -2.1494 -0.3592
H -2.9486 -1.1068 -1.8027
C -3.1256 0.2714 1.8657
H -4.2169 0.2141 1.7518
H -2.8456 1.2329 2.3182
H -2.7565 -0.5494 2.4882
C -2.9358 1.6094 -0.6636
H -4.0080 1.7391 -0.4715
H -2.7469 1.5024 -1.7362
H -2.3787 2.4710 -0.2830
C 0.0449 1.8433 -2.2749
C 0.0465 1.9181 -4.6599
C 0.0555 1.1364 -3.5194
C 0.0180 3.2597 -2.1130
C 0.0144 4.0137 -3.2506
C 0.0283 3.3294 -4.4882
H 0.0426 1.3923 -5.6238
H 0.0755 0.0495 -3.4389
H -0.0164 3.5869 -1.0666
H -0.0229 5.1113 -3.1147
H 0.0067 3.9304 -5.3813
C -0.3800 -2.6520 1.6469
O -1.3362 -2.0988 1.1723
C 0.4706 -3.6658 0.8958
H 0.6130 -4.3630 1.7233
H 1.4897 -3.3481 0.6063
H -0.0627 -4.0572 0.0119
C -0.2370 -2.5768 3.1538
H -1.2134 -2.9271 3.5015
H 0.0356 -1.5882 3.5391
H 0.6367 -3.2015 3.3866
C -2.4853 4.5056 3.0105
C -1.0352 4.9489 2.8809
C -0.0087 3.8010 3.0137
C 1.4496 4.3354 2.9133
C 1.6947 5.2377 1.7194
C -0.1568 3.1113 4.3430
O -0.6805 3.5801 5.3408
N 0.4341 1.8528 4.3699
C 0.6675 1.0079 3.2866
O 1.2947 -0.0449 3.4697
N 0.1310 1.4449 2.0939
C -0.2435 2.7491 1.9271
O -0.7539 3.1130 0.8551
H -2.7535 3.8269 2.1928
H -3.1389 5.3827 2.9529
H -2.6635 4.0142 3.9735
H -0.8895 5.4357 1.9073
H -0.8230 5.6862 3.6747
H 1.6717 4.9001 3.8355
H 2.1221 3.4646 2.8563
H 1.2718 6.2365 1.8644
H 2.7734 5.3610 1.5984
H 1.2971 4.8256 0.7855
H 0.6004 1.4549 5.2875
```

Gap between HOMO and LUMO (alpha / beta) (eV): 4.426 / 6.496
LUMO (alpha / beta) (eV): 0.477 / -1.119
Total energy (eV): -58996.4009
Multiplicity: 5
F_max (eV Å⁻¹): 3.887
M (g mol⁻¹): 680.62
HOMO energy (alpha / beta) (eV): -3.949 / -7.615

Atom charges from the Mulliken analysis, given in e for atoms 1 to 5: 2.084, 0.849, 1.027, 0.209, -0.371